Entry 1:
The following is a DFT calculation (ωB97M-V/def2-TZVPD) of C2H3I3O as an isolated structure.

XYZ file:
```
9
Properties=species:S:1:pos:R:3:forces:R:3:lowdin_charge:R:1
C -0.124 0.940 0.694 0.2 0.4 0.4 -0.7554
C 0.805 0.020 0.856 -0.3 -0.3 0.2 -0.8755
O -1.423 -0.862 -1.302 0.0 -0.5 0.4 -0.7742
I 0.578 2.645 -0.330 -0.5 0.0 0.2 0.7733
I -0.029 -0.516 -2.643 0.1 -0.2 -0.2 0.8387
I 0.612 -1.801 1.862 -0.3 0.1 -0.1 0.8108
H -1.140 0.974 1.109 0.6 -0.1 -0.4 0.0531
H 1.781 0.125 0.430 0.3 0.0 -0.1 -0.0074
H -1.060 -1.525 -0.676 -0.2 0.4 -0.4 -0.0634
```
Positions in Å, forces in eV/Å.

Its HOMO-LUMO gap is 8.33 eV. The total charge is 0. The LUMO energy comes out at -0.6 eV. For the energy relative to the best compared isomer or geometry (same formula, charge and spin), the calculation gives 29.5 kcal/mol. For the energy, the calculation gives -28469.9941 eV. The strongest force on any atom comes out at 0.014 hartree/bohr.

Entry 2:
The following is a DFT calculation (ωB97M-V/def2-TZVPD) of C2H3I3O2 as an isolated structure.

XYZ file:
```
10
Properties=species:S:1:pos:R:3:forces:R:3:lowdin_charge:R:1
C -0.396 0.804 -0.424 0.0 0.7 -0.4 -1.2341
C -0.822 -0.231 0.311 0.3 0.2 -0.5 -0.7114
O -1.070 -1.471 -0.144 -0.2 -0.2 0.3 0.0517
O -1.011 -0.093 1.625 -0.1 -0.4 0.1 0.0316
I -0.186 0.643 -2.519 0.0 0.0 0.7 0.8138
I -0.071 2.664 0.499 0.0 -0.5 -0.4 0.8020
I 3.136 -0.350 0.476 0.2 -0.4 0.5 0.4458
H 2.619 0.536 -0.717 -0.2 0.4 -0.5 -0.3840
H -0.973 -1.544 -1.106 0.1 0.3 0.1 0.0513
H -1.227 -0.958 2.000 0.0 0.0 0.0 0.1332
```
Positions in Å, forces in eV/Å.

Its HOMO-LUMO gap is 8.36 eV. The total charge is 0. The LUMO energy comes out at -0.1 eV. For the energy relative to the best compared isomer or geometry (same formula, charge and spin), the calculation gives 6.7 kcal/mol. For the energy, the calculation gives -30518.6264 eV. The strongest force on any atom comes out at 0.015 hartree/bohr.